Entry 1:
DFT (wB97M-V/def2-TZVPD) results for a structure of composition C12H33KN3O3.

* ΔE to the lowest compared entry with this formula, charge and spin: 0.120 eV
* Kohn-Sham gap (spin up / spin down): 8.5 / 2.6 eV
* strongest force on any atom: 0.0557 hartree/bohr
* electronic energy: -39898.261 eV
* spin multiplicity: 2
* highest occupied orbital energy (spin up / spin down): -14.30 / -14.29 eV
* charge: +2

The geometry in XYZ format:
```
52
Properties=species:S:1:pos:R:3:forces:R:3:nbo_charge:R:1
K 2.59736 -0.53336 -0.55882 -0.10 0.12 -0.64 0.97
O -2.70825 0.54923 1.83300 -0.09 0.07 -0.51 -0.56
O -1.21376 0.42532 -3.48663 -0.52 0.05 0.44 -0.58
O 0.83536 -1.28077 5.25152 -0.38 1.44 -2.45 -0.10
N -0.28729 -0.23778 -0.83606 -0.08 -0.76 0.98 -0.90
N 3.11323 -0.35627 2.38251 -0.14 1.31 0.81 -0.77
N 1.50182 0.96213 -3.11943 -0.11 -1.46 0.99 -0.91
C -4.13105 0.69653 1.93934 -0.35 -0.83 0.20 -0.26
C -0.30393 1.87875 0.33122 -0.71 0.45 0.28 -0.61
C 2.10865 -1.07499 3.05323 0.13 -2.66 -0.67 -0.05
C -2.50110 -0.15143 -3.66262 0.38 0.43 0.30 -0.26
C 1.99200 -0.70935 4.56256 -0.34 -0.62 2.55 -0.12
C 0.77692 1.08499 -4.41576 0.92 0.18 1.59 -0.06
C 2.61213 -2.55621 2.96865 -1.08 0.15 0.09 -0.62
C -2.33752 0.29737 0.46698 -0.41 1.67 0.55 -0.09
C -0.84096 0.47256 0.31298 0.47 -0.64 1.07 -0.06
C -0.24727 -0.05035 -4.38846 0.78 1.75 -0.93 -0.08
C -0.43998 -1.01214 4.59033 -0.12 -0.05 -0.01 -0.32
C 1.80084 1.02581 -5.48679 0.77 0.32 -1.32 -0.64
H 2.09024 0.37591 4.58858 -1.00 0.34 0.29 0.26
H -3.21172 0.42048 -3.06593 0.13 -0.15 0.29 0.20
H -4.62051 -0.11557 1.40172 -0.03 -0.10 -0.26 0.18
H 0.74569 1.86726 0.62493 0.25 0.09 -0.46 0.18
H -0.57517 0.00354 4.21856 0.50 0.21 0.23 0.24
H 0.27356 -0.96055 -4.09118 -0.33 -0.39 0.09 0.18
H -2.76095 -0.65522 0.14856 0.33 -0.25 -0.15 0.18
H 2.61843 0.35669 -5.21861 -0.25 -0.32 0.04 0.22
H 1.42687 0.73860 -6.46951 -0.18 -0.06 0.04 0.23
H 1.97464 1.76156 -2.72263 -0.25 0.60 -0.63 0.36
H -1.34478 -1.33119 5.10767 0.65 -0.02 1.03 0.28
H -0.48234 2.32911 -0.64523 0.36 0.22 0.00 0.23
H 1.91559 -3.22943 3.46836 0.06 -0.15 -0.13 0.24
H 2.80617 -1.08783 5.18060 0.17 -0.15 -0.31 0.25
H -4.45344 0.54845 2.97000 0.41 0.29 0.11 0.20
H 2.85906 0.62007 2.42997 0.33 0.65 -0.36 0.37
H 3.59417 -2.69251 3.42154 -0.03 0.34 0.30 0.24
H 0.74229 0.71131 -2.50275 0.33 0.31 0.70 0.36
H -2.38279 -1.17159 -3.29740 -0.87 -0.34 -0.50 0.17
H 1.13379 -0.83346 2.62966 -0.09 -0.42 -0.21 0.22
H 0.23689 2.01996 -4.26640 -0.28 0.09 -1.18 0.20
H -0.50507 -1.65294 3.71100 0.52 -0.38 -0.44 0.26
H -0.87008 -0.04460 -1.63801 0.01 0.30 -0.74 0.40
H -2.82398 0.00236 -4.69228 0.02 -0.68 -0.12 0.20
H -4.55366 1.62869 1.56441 0.49 0.24 -0.07 0.19
H 3.91821 -0.46654 2.98247 1.00 0.13 -0.53 0.39
H -0.43604 -0.01845 1.19789 0.26 -0.29 0.38 0.14
H 2.30309 1.98047 -5.64323 -0.17 0.21 0.12 0.23
H -0.52372 -1.19007 -0.59658 0.11 -0.68 -0.48 0.36
H -0.78354 2.50371 1.08455 -0.24 -0.06 -0.02 0.24
H -0.65302 -0.10811 -5.39848 -0.21 -0.43 -0.01 0.20
H -2.74789 1.09918 -0.14687 -0.62 -0.03 -0.32 0.18
H 2.76283 -2.83929 1.92689 -0.37 -0.04 -0.01 0.23
```
Forces are in eV/Å.

=====

Entry 2:
DFT (wB97M-V/def2-TZVPD) results for a structure of composition C12H33Mn2N2O19S4.

* Kohn-Sham gap (spin up / spin down): 9.5 / 9.7 eV
* strongest force on any atom: 0.0326 hartree/bohr
* electronic energy: -160832.916 eV
* spin multiplicity: 11
* highest occupied orbital energy (spin up / spin down): -12.63 / -13.19 eV
* charge: +1

The geometry in XYZ format:
```
72
Properties=species:S:1:pos:R:3:forces:R:3:mulliken_spin:R:1
Mn -0.54439 -1.27621 3.75946 1.62 -0.33 -0.25 4.88
Mn 2.58093 0.15269 2.57606 -0.94 -0.58 0.62 4.84
S -2.17950 2.08176 -3.98348 0.37 -0.37 -0.09 0.00
S 1.38003 3.26647 2.40778 -0.10 0.37 0.32 0.00
S 3.19150 -0.76358 -0.68707 -0.41 -0.83 -0.06 0.01
S -2.22404 -2.97034 1.26487 -0.12 0.40 -1.28 0.01
O -2.38332 3.39055 -4.46138 -0.17 0.88 -0.30 0.00
O 2.12124 -1.68530 -1.37346 -0.17 0.05 -0.05 0.00
O 2.55136 0.46344 4.73993 -0.02 -0.12 -0.36 0.04
O 1.98506 -3.55508 1.63943 0.11 -0.16 -0.28 0.02
O 0.74687 -0.66502 5.29725 -0.24 -0.04 0.01 0.04
O 0.13040 2.93729 1.52286 -0.18 -0.14 -0.13 0.00
O 1.95745 0.28544 6.78651 0.08 -0.04 0.33 0.01
O 2.58080 -1.98269 2.98485 0.23 0.01 -0.02 0.03
O -1.68989 -2.00145 2.19770 -0.19 0.73 0.79 0.02
O -2.82103 -4.13589 1.76131 -0.39 -0.91 0.44 0.00
O 2.46917 -0.20351 0.43464 0.29 0.05 0.37 0.00
O -0.62580 1.99672 -3.67059 0.07 -0.29 -0.11 0.00
O 3.73411 0.11505 -1.64958 0.51 0.58 -0.36 0.00
O -2.89439 1.60445 -2.84024 -0.21 -0.16 0.09 0.00
O 0.53123 -0.13766 2.50818 -0.42 0.65 -0.23 0.00
O 2.32134 2.21005 2.11208 0.35 -0.24 -0.14 0.03
O 1.79424 4.60673 2.20211 0.10 0.10 -0.01 0.00
O 0.70666 -3.03971 3.27988 -0.22 0.19 0.07 0.04
O -3.29397 -2.23026 0.38475 0.36 0.23 0.21 0.00
N 1.76062 -2.86939 2.61021 -0.01 0.36 0.19 -0.01
N 1.76679 0.02595 5.64031 -0.23 0.10 -0.50 0.00
C 0.79382 3.04740 4.04891 0.19 0.59 -0.23 0.00
C -0.90428 3.97012 1.43107 -0.13 0.80 -0.07 0.00
C -1.86611 3.61479 0.32429 0.55 -0.48 0.24 0.00
C -0.95075 -3.34477 0.11610 -0.15 -0.23 0.45 0.00
C -4.01953 -0.39422 -1.00912 0.52 -0.59 -0.01 0.00
C 2.35046 -2.05371 -2.76753 0.02 -0.34 -0.35 0.00
C 1.49809 -3.26117 -3.04091 -0.44 -0.22 -0.09 0.00
C -2.36991 0.94236 -5.32459 0.01 -0.18 0.81 0.00
C -3.17707 -0.78546 0.18973 -0.24 0.61 -0.03 0.00
C -0.23361 1.07468 -1.47980 0.03 0.13 0.07 0.00
C 4.36688 -1.94743 -0.12058 -0.13 0.36 -0.39 0.00
C -0.14020 0.83094 -2.96103 0.26 -0.05 -0.12 0.00
H 0.50579 2.00713 4.15510 -0.10 0.02 0.21 0.01
H 1.74772 -4.08642 -2.37453 0.00 0.04 0.03 0.00
H -1.28137 1.23553 -1.23935 0.06 -0.07 0.22 0.00
H 3.81830 -2.72406 0.40767 0.11 0.07 0.25 0.00
H -0.42758 4.93198 1.23912 0.17 -0.15 -0.07 0.00
H 1.60183 3.36534 4.70562 0.11 -0.34 0.06 0.00
H 2.08009 -1.21999 -3.41100 0.04 0.13 0.14 0.00
H -0.30312 -4.04925 0.64074 0.15 0.10 -0.13 0.00
H -0.00626 3.77329 4.18186 -0.23 -0.23 0.05 0.00
H -1.39002 3.69113 -0.65034 -0.03 0.15 -0.04 0.00
H -1.44294 -3.81809 -0.72787 0.10 -0.01 -0.13 0.00
H -2.71325 4.29135 0.37938 -0.17 -0.10 -0.08 0.00
H 0.17310 0.37444 1.77282 -0.11 -0.16 0.06 0.02
H -4.99126 -0.88037 -0.98390 -0.16 0.21 0.19 0.00
H -3.51202 -0.28869 1.10309 -0.14 -0.22 -0.01 0.00
H -2.16217 2.57148 0.45179 -0.39 0.13 -0.02 0.00
H 0.18723 0.25054 -0.90061 -0.05 -0.06 -0.07 0.00
H -1.57754 1.15286 -6.03223 -0.21 0.06 -0.33 0.00
H -3.51895 -0.72595 -1.92236 -0.08 0.09 0.05 0.00
H -3.38703 1.07683 -5.67970 0.09 0.12 -0.34 0.00
H -4.09082 0.68921 -1.06004 -0.20 -0.07 0.02 0.00
H 0.43570 -3.02510 -2.93629 0.07 0.02 0.17 0.00
H -0.41708 -2.43398 -0.13950 0.05 0.01 -0.11 0.00
H 5.10007 -1.40963 0.47491 0.05 -0.15 0.15 0.00
H -1.40603 4.07057 2.39629 -0.01 -0.34 0.00 0.00
H -0.68247 -0.06574 -3.27584 -0.10 0.08 0.03 0.00
H 0.89294 0.72127 -3.29122 -0.02 0.08 0.00 0.00
H 4.84040 -2.33324 -1.02229 0.09 -0.07 0.08 0.00
H -2.28302 -0.06492 -4.92092 0.07 -0.04 -0.09 0.00
H 1.61421 -3.61342 -4.06617 0.24 0.12 -0.01 0.00
H -2.13637 -0.47637 0.04196 0.00 -0.38 -0.04 0.00
H 3.40479 -2.27961 -2.93066 0.03 0.07 0.13 0.00
H 0.32586 1.97783 -1.23643 0.02 -0.02 0.08 0.00
```
Forces are in eV/Å.

=====

Entry 3:
DFT (wB97M-V/def2-TZVPD) results for a cluster of 6 separate species, C12H33NO5S5 in total.

* Kohn-Sham gap: 9.0 eV
* strongest force on any atom: 0.0240 hartree/bohr
* electronic energy: -78878.513 eV
* highest occupied orbital energy: -8.73 eV
* charge: 0

The geometry in XYZ format:
```
56
Properties=species:S:1:pos:R:3:forces:R:3:nbo_charge:R:1
S -1.14305 -0.98366 1.74989 0.64 -0.38 0.20 1.29
S 0.98619 -4.08130 -1.59614 0.20 0.32 0.11 1.26
S 1.24243 1.13358 -1.82255 -0.64 0.75 0.44 1.26
S -5.68533 1.88117 0.47864 0.13 -0.45 0.19 1.25
S 3.55355 -1.58774 1.77508 0.52 -0.42 -0.06 1.26
O 2.23577 -0.94427 1.98875 -0.60 0.15 0.21 -1.02
O 1.76108 -0.18124 -2.22997 0.74 -0.81 -0.57 -1.01
O -1.60495 -0.35703 0.48799 -0.36 0.39 -0.38 -1.03
O 0.00494 -4.83483 -2.41296 -0.15 -0.17 -0.19 -0.99
O -5.40685 3.21079 1.06643 -0.06 0.38 0.10 -0.99
N 5.34411 5.50979 -2.57337 0.00 0.02 -0.01 -0.33
C 0.81113 -4.73286 0.06673 -0.12 -0.23 -0.03 -0.84
C 1.32399 1.14003 -0.04417 -0.47 0.42 0.57 -0.86
C 3.46739 3.96655 -1.62228 0.41 -0.19 -0.16 -0.72
C -0.76620 0.32581 2.90289 -0.43 0.02 0.23 -0.83
C 4.75556 -0.26075 1.76894 0.13 0.36 0.05 -0.83
C 3.67009 -2.02993 0.03830 -0.03 0.21 0.06 -0.85
C -4.33769 1.53351 -0.64568 0.47 0.18 -0.49 -0.84
C 4.51006 4.84088 -2.15804 -0.17 0.06 0.06 0.28
C -0.55182 1.05868 -1.94575 0.27 -0.04 -0.78 -0.83
C -6.94075 2.08944 -0.79777 -0.31 -0.31 -0.21 -0.84
C -2.57157 -1.61272 2.58597 -0.52 -0.46 0.42 -0.85
C 0.23602 -2.48445 -1.27533 -0.57 -0.32 -0.32 -0.84
H -3.38697 1.77354 -0.17289 -0.14 -0.08 0.32 0.25
H -0.25139 -4.73781 0.31152 0.01 0.07 0.03 0.23
H 5.67847 -0.54099 1.26487 0.00 -0.15 0.09 0.23
H 3.10978 4.33268 -0.66368 -0.03 0.05 0.00 0.25
H -0.73469 1.15776 -3.01747 -0.19 0.10 0.05 0.23
H -0.96808 1.90338 -1.40358 -0.16 -0.05 0.01 0.23
H -7.01388 3.14746 -1.04171 0.10 0.03 0.04 0.25
H -2.96581 -2.42059 1.96999 -0.05 0.09 -0.08 0.24
H 0.85612 -1.84168 -0.65757 -0.06 -0.12 0.03 0.24
H -3.34499 -0.86475 2.76485 0.10 0.12 -0.17 0.23
H 2.29436 1.49767 0.29037 0.11 -0.11 -0.04 0.22
H 4.72734 -2.05366 -0.21719 -0.02 -0.21 -0.14 0.23
H 0.08581 0.88134 2.52711 0.15 -0.10 0.09 0.25
H -1.63668 0.97576 3.01473 0.03 0.02 -0.11 0.23
H -6.67361 1.50877 -1.68002 0.05 0.05 -0.01 0.23
H -4.43832 2.17509 -1.52269 0.00 -0.07 -0.05 0.22
H -0.93068 0.09646 -1.60808 0.09 0.18 0.29 0.27
H 3.91542 2.97959 -1.49333 -0.14 -0.01 0.09 0.25
H 3.14316 -1.29704 -0.57868 0.06 0.00 0.03 0.27
H 1.12515 0.14712 0.35110 0.21 -0.07 -0.18 0.26
H 0.07310 -2.02889 -2.25146 0.29 0.03 0.07 0.25
H 1.38070 -4.16032 0.79795 0.01 0.00 -0.01 0.22
H 0.54459 1.79230 0.36056 0.16 0.14 -0.13 0.23
H 2.64450 3.86247 -2.32359 -0.04 0.11 0.00 0.26
H 1.15901 -5.76322 0.00548 0.09 0.03 0.16 0.24
H -2.27248 -2.05664 3.53841 0.11 0.09 -0.03 0.23
H 3.21437 -3.01097 -0.07720 0.11 0.01 -0.11 0.23
H -7.89555 1.70820 -0.43937 -0.01 0.19 0.14 0.23
H -4.31119 0.48042 -0.92621 -0.17 0.02 -0.01 0.24
H -0.74992 -2.68408 -0.85378 0.06 0.07 0.25 0.22
H -0.55585 -0.15475 3.85845 0.25 0.12 0.00 0.24
H 4.32473 0.61177 1.27760 -0.08 -0.06 -0.06 0.23
H 4.95934 -0.01585 2.80992 0.03 0.03 -0.02 0.24
```
Forces are in eV/Å.

=====

Entry 4:
DFT (wB97M-V/def2-TZVPD) results for a structure of composition C12H35AsN5O11P4RuSe.

* ΔE to the lowest compared entry with this formula, charge and spin: 4.407 eV
* Kohn-Sham gap (spin up / spin down): 8.3 / 6.2 eV
* strongest force on any atom: 0.0205 hartree/bohr
* electronic energy: -208914.205 eV
* spin multiplicity: 6
* highest occupied orbital energy (spin up / spin down): -8.10 / -8.14 eV
* charge: 0

The geometry in XYZ format:
```
70
Properties=species:S:1:pos:R:3:forces:R:3:nbo_charge:R:1
Ru -0.13520 -0.11129 0.29214 0.21 1.00 0.24 1.37
Se -2.46264 0.80365 -1.06851 -0.22 0.19 0.06 0.40
As -0.91085 2.69568 2.07082 0.10 0.68 -0.19 1.95
P 0.44136 -1.05862 3.17125 -0.20 -0.13 0.17 1.58
P 3.06461 -0.48814 -1.37776 0.32 -0.21 0.00 2.51
P 1.30593 0.95285 -3.04976 -0.22 -0.26 0.01 2.53
P -2.28197 -1.40173 1.87663 -0.26 -0.18 0.25 2.54
O -3.54070 -2.06350 2.22668 0.07 0.02 -0.08 -1.10
O -2.27190 0.06976 1.45377 0.28 -0.13 -0.01 -1.17
O 0.48447 0.32392 2.47442 0.10 -0.34 -0.25 -1.23
O -1.56224 -2.16392 0.58300 -0.21 -0.01 -0.02 -1.04
O 1.06400 -1.97458 1.91337 0.19 -0.14 -0.01 -1.04
O -1.16327 -1.59091 3.00440 0.08 0.10 0.01 -1.13
O -0.61434 2.11295 0.51003 -0.02 -0.52 0.20 -1.20
O 2.81167 0.46236 -2.69375 -0.08 -0.18 0.13 -1.11
O 0.32353 0.32316 -2.13986 0.11 0.03 -0.24 -1.15
O 2.30586 -0.01848 -0.19495 -0.20 -0.30 -0.12 -1.12
O -0.34265 2.00148 4.71195 -0.25 0.14 -0.06 -0.72
N 1.34646 2.59338 -2.95962 0.13 0.05 0.17 -0.80
N 1.11452 0.46625 -4.60752 -0.08 0.37 -0.18 -0.82
N 2.79994 -2.03525 -1.91717 -0.59 0.33 -0.06 -0.81
N -4.23706 -1.42632 -1.93940 0.12 0.00 0.06 -0.33
N 4.68097 -0.35349 -1.13578 0.11 0.30 0.09 -0.80
C -3.55591 -0.56161 -1.58209 -0.17 -0.16 -0.13 -0.06
C 1.47841 3.15022 -1.60128 0.01 -0.02 -0.18 -0.44
C 2.60032 -2.30993 -3.34647 0.10 0.03 0.19 -0.41
C 0.68851 3.69184 2.48004 -0.15 -0.07 0.00 -1.00
C 2.14238 3.31783 -3.94777 -0.10 -0.03 0.02 -0.41
C -1.42277 1.90705 3.82320 0.34 -0.18 -0.14 -0.33
C -0.24604 0.57782 -5.15628 0.22 -0.05 0.03 -0.41
C 5.59071 -0.80472 -2.18324 -0.11 -0.04 0.09 -0.41
C 2.17942 0.47223 -5.60571 -0.07 -0.15 0.13 -0.41
C -2.29943 4.01436 1.78195 0.08 -0.15 0.05 -1.01
C 5.14767 0.82467 -0.39221 -0.03 -0.13 -0.14 -0.41
C 1.92914 -2.86441 -1.06396 0.33 -0.07 -0.09 -0.41
H 1.57037 -2.12074 -3.65982 -0.04 0.02 0.01 0.20
H 1.87268 4.37201 -3.90023 0.01 0.03 0.00 0.21
H 5.33617 1.67792 -1.05500 0.00 -0.04 -0.02 0.18
H 1.13591 4.18503 -1.61646 0.01 0.03 -0.02 0.20
H 6.57922 -0.95112 -1.75015 0.03 -0.02 0.00 0.21
H 0.98709 -2.92064 2.10437 -0.09 0.13 -0.05 0.50
H -2.28347 -2.52980 0.03961 0.27 0.09 0.03 0.52
H 1.51372 2.98442 2.45808 0.05 -0.03 0.05 0.26
H 0.86040 2.60158 -0.89833 -0.07 -0.04 0.03 0.28
H 6.07513 0.57359 0.12248 0.02 -0.01 -0.01 0.20
H 3.26599 -1.70130 -3.95563 -0.01 -0.02 0.02 0.20
H 0.62899 4.17754 3.45081 0.00 -0.02 0.00 0.25
H -3.26078 3.50449 1.74224 -0.03 0.00 -0.01 0.25
H 5.24752 -1.75814 -2.58562 0.05 0.05 0.04 0.22
H 0.87921 -2.58330 -1.14676 -0.15 0.09 -0.05 0.20
H 2.83481 -3.35943 -3.52568 0.02 -0.01 0.00 0.21
H 2.11184 1.33423 -6.27623 -0.02 0.00 0.01 0.19
H 2.51987 3.12571 -1.25764 0.01 0.02 -0.06 0.18
H 4.40326 1.10725 0.34741 0.00 -0.03 0.01 0.24
H -2.11011 4.50050 0.82927 0.01 0.04 -0.04 0.24
H -1.80476 0.90336 3.69079 -0.05 -0.08 -0.09 0.23
H 2.23362 -2.77981 -0.02743 0.00 0.05 0.08 0.24
H 2.02792 -3.90350 -1.38039 0.07 0.02 0.01 0.20
H 0.81238 4.42281 1.68439 0.03 0.05 -0.02 0.23
H -0.39520 1.52653 -5.68316 0.05 -0.02 0.01 0.19
H -0.41893 -0.24280 -5.85478 0.02 0.01 0.01 0.20
H -2.21491 2.56824 4.16951 0.00 0.06 0.10 0.20
H -0.97548 0.50335 -4.35283 0.01 -0.02 0.02 0.24
H 5.67347 -0.07724 -3.00005 0.00 0.01 0.02 0.18
H 3.15428 0.48160 -5.11891 -0.05 0.01 -0.04 0.22
H -2.30487 4.74725 2.58789 -0.01 -0.01 0.02 0.24
H 1.92587 2.96348 -4.95311 -0.01 0.03 0.04 0.20
H 0.33647 1.38238 4.41142 -0.04 -0.14 -0.09 0.50
H 2.10466 -0.43164 -6.21499 0.01 -0.01 0.01 0.20
H 3.21982 3.22779 -3.76163 -0.01 0.00 0.01 0.18
```
Forces are in eV/Å.